The following is a DFT calculation (the ωB97M-V functional and the def2-TZVPD basis) of a structure of composition ArH22O11.

The geometry in XYZ format:
```
34
Properties=species:S:1:pos:R:3:forces:R:3:nbo_charge:R:1
Ar 16.947140 -14.490170 -11.922510 -0.073 -0.206 0.172 0.00
O 16.605720 -11.852390 -13.607840 -0.120 0.560 0.169 -0.98
H 17.227330 -12.521690 -13.893970 0.305 -0.830 -0.287 0.50
H 17.014520 -11.023300 -13.856270 -0.118 0.335 -0.069 0.47
O 19.519580 -12.588550 -12.461130 0.304 -0.092 -0.162 -0.96
H 19.713090 -11.977590 -13.172120 0.193 0.127 -0.183 0.48
H 18.706680 -12.260100 -12.077030 -0.436 0.015 0.429 0.50
O 13.400860 -14.093040 -10.043010 -0.133 -0.654 0.528 -0.97
H 12.597280 -13.574500 -10.082970 -0.180 0.093 -0.075 0.47
H 14.009700 -13.637330 -10.624280 0.361 0.610 -0.412 0.50
O 20.562180 -15.229300 -12.508440 0.212 -0.498 0.341 -0.99
H 20.249640 -14.328120 -12.588550 -0.341 0.781 -0.104 0.50
H 20.600580 -15.550960 -13.409160 -0.002 -0.189 -0.133 0.48
O 17.284480 -14.136160 -15.041010 0.283 0.677 -0.195 -0.97
H 17.139800 -15.003840 -14.663590 0.055 -0.711 0.108 0.50
H 16.404870 -13.795500 -15.203680 -0.315 0.040 -0.189 0.47
O 14.420150 -12.274450 -11.894850 -0.561 -0.128 0.279 -0.97
H 14.997000 -12.315500 -12.657600 0.457 0.039 -0.297 0.50
H 14.469080 -11.363280 -11.605710 0.075 0.162 0.127 0.47
O 19.790140 -14.361860 -9.738980 0.035 0.091 0.359 -0.96
H 20.063290 -14.803540 -10.543070 0.186 -0.208 -0.742 0.51
H 20.272460 -14.809280 -9.043690 0.328 0.106 0.308 0.48
O 17.216990 -16.898800 -14.353660 0.006 0.103 0.018 -0.95
H 17.651030 -17.176140 -13.546860 0.082 0.025 0.374 0.48
H 17.212900 -17.681170 -14.905120 -0.080 -0.113 -0.262 0.48
O 17.797840 -12.467360 -9.567680 -0.380 0.524 -0.154 -0.97
H 18.451760 -13.164380 -9.620420 0.436 -0.315 -0.021 0.49
H 17.521320 -12.466560 -8.651290 -0.163 0.074 0.150 0.47
O 13.166340 -16.077860 -12.081090 -0.067 -0.371 -0.629 -0.97
H 13.323050 -15.495650 -11.337650 -0.079 0.497 0.608 0.49
H 13.566010 -16.908670 -11.823700 0.067 -0.190 0.008 0.46
O 18.202280 -16.600670 -9.339810 -0.416 -0.563 0.173 -0.95
H 18.568240 -15.716310 -9.324910 -0.039 0.415 -0.184 0.48
H 18.950260 -17.166740 -9.530410 0.118 -0.206 -0.056 0.46
```
Forces are in eV/Å.

Its spin multiplicity is 1. The value obtained for the calculated total energy is -1368.35318 Eh. Its LUMO energy is 0.130 eV. As for the energy above the lowest of the compared OMol25 structures with the same formula, charge and spin: 52.0 kJ/mol. The gap between HOMO and LUMO is 10.53 eV.